(1)
Below is a 2-piece molecular cluster, C5H13N overall, with properties calculated with ωB97M-V with the def2-TZVPD basis set.

The geometry in XYZ format:
```
19
Properties=species:S:1:pos:R:3:forces:R:3:nbo_charge:R:1
H -1.019 0.116 1.484 -1.04 -0.03 -1.67 -0.018
H -1.160 -0.124 0.532 0.19 2.05 3.87 0.127
C 0.107 -1.620 -0.227 1.00 -2.51 -1.59 -0.284
H 1.845 2.430 0.322 -0.22 0.21 0.53 0.204
H 0.362 2.848 -0.536 -0.03 0.02 -0.09 0.207
H 0.525 -0.141 1.186 0.55 0.36 0.12 0.210
H 0.640 -2.222 -0.974 0.22 0.39 -0.24 0.201
H 1.961 -0.742 0.498 -0.09 -0.63 0.03 0.225
C 1.048 0.735 -0.731 -1.19 0.40 0.03 -0.413
H -0.019 -2.401 0.533 -0.51 0.45 0.54 0.182
C -2.077 -0.850 0.016 0.33 -1.70 -4.21 -0.186
H -2.858 -0.213 -0.394 0.03 0.24 0.01 0.204
H 0.245 0.629 -1.466 0.03 0.12 0.11 0.224
H 1.956 0.747 -1.335 0.23 -0.15 0.33 0.202
H 0.226 1.810 0.896 0.08 0.58 0.39 0.200
C 0.936 -0.467 0.244 2.00 0.94 0.00 -0.441
N -1.063 -1.107 -0.874 -3.08 0.44 2.24 -0.422
C 0.851 2.075 0.052 0.60 -1.03 -0.95 -0.607
H -2.506 -1.503 0.772 0.88 -0.13 0.55 0.185
```
Forces are in eV/Å.

Its HOMO energy is -0.310 Ha. The calculation puts the gap between HOMO and LUMO at 8.5 eV. The value obtained for the LUMO energy is 0.0033 hartree.

***

(2)
Below is a 2-piece molecular cluster, C5H13N overall, with properties calculated with ωB97M-V with the def2-TZVPD basis set.

The geometry in XYZ format:
```
19
Properties=species:S:1:pos:R:3:forces:R:3:nbo_charge:R:1
C 2.247 0.324 -1.441 1.21 -0.07 1.96 -0.169
H -3.492 0.688 2.545 0.04 -0.01 -0.45 0.167
H 2.627 -1.357 -0.106 -0.36 0.35 -0.62 0.202
H 0.377 -2.020 0.350 -0.09 0.61 0.04 0.208
H 3.929 0.587 -0.193 0.59 -0.44 0.29 0.188
H -1.694 0.824 0.867 0.53 0.98 0.23 0.348
H 3.732 1.791 -1.579 0.06 0.43 0.22 0.194
H -0.351 -0.858 -0.758 0.43 0.22 0.36 0.215
H -2.261 -0.641 0.832 -0.77 1.87 -0.78 0.340
C -3.666 0.712 1.451 -0.30 1.70 -0.12 -0.414
C 3.377 0.933 -1.034 -1.45 -0.17 -1.20 -0.403
H -4.460 0.026 1.210 -0.41 -0.18 0.05 0.193
H 1.788 -1.721 -1.650 -0.01 0.03 0.51 0.210
C 0.507 -1.001 -0.072 -0.61 -0.84 -0.14 -0.612
H 1.598 0.855 -2.119 -0.13 -0.37 -0.54 0.201
C 1.835 -1.004 -0.806 0.38 0.39 -0.65 -0.435
N -2.539 0.376 0.590 0.49 -3.14 0.61 -0.821
H 0.477 -0.265 0.742 0.01 -0.17 -0.23 0.201
H -4.029 1.753 1.169 0.38 -1.22 0.46 0.188
```
Forces are in eV/Å.

Its HOMO energy is -0.349 Ha. As for the SMILES: C=CCC.CN. The calculation puts the gap between HOMO and LUMO at 10.5 eV. The value obtained for the LUMO energy is 0.0372 hartree.

***

(3)
Below is a 2-piece molecular cluster, C5H13N overall, with properties calculated with ωB97M-V with the def2-TZVPD basis set.

The geometry in XYZ format:
```
19
Properties=species:S:1:pos:R:3:forces:R:3:nbo_charge:R:1
H 2.208 1.090 2.929 -0.72 -0.19 -0.08 0.196
H 2.510 1.958 -0.621 -1.07 0.18 0.37 0.222
H 2.921 0.268 -0.752 -0.01 0.56 0.11 0.214
C 2.682 1.072 -0.019 2.21 -2.17 -0.64 -0.626
H -3.582 -2.283 -0.881 0.31 0.12 -0.56 0.190
C -1.914 -0.365 -0.941 -1.72 -0.81 -1.57 0.018
H 0.428 1.168 2.627 -0.15 0.24 0.06 0.209
C -3.254 -2.092 -1.921 -1.71 2.38 -1.04 -0.431
H -0.992 -0.511 -0.376 0.68 1.34 -0.77 0.169
C 1.406 1.321 2.192 2.33 0.29 -0.31 -0.608
H -4.137 -1.668 -2.477 0.44 -0.88 0.32 0.190
H -2.909 -3.020 -2.384 -0.02 0.34 0.04 0.214
H 0.730 0.342 0.434 -0.27 0.30 -0.54 0.187
N -2.159 -1.080 -1.984 1.92 -2.01 2.60 -0.472
H 3.660 1.267 0.447 -0.27 -0.08 0.24 0.203
H -2.729 0.262 -0.540 0.04 -0.52 0.95 0.120
C 1.687 0.459 0.927 -2.33 0.81 1.70 -0.408
H 1.754 -0.546 1.379 1.34 0.04 -0.94 0.209
H 1.692 2.359 1.961 -0.99 0.04 0.07 0.202
```
Forces are in eV/Å.

Its HOMO energy is -0.302 Ha. As for the SMILES: C=NC.CCC. The calculation puts the gap between HOMO and LUMO at 8.5 eV. The value obtained for the LUMO energy is 0.0103 hartree.

***

(4)
Below is one molecule with the formula C5H13N, with properties calculated with ωB97M-V with the def2-TZVPD basis set.

The geometry in XYZ format:
```
19
Properties=species:S:1:pos:R:3:forces:R:3:nbo_charge:R:1
H 0.634 0.357 -1.487 0.11 0.29 0.94 0.191
C -1.696 1.507 -0.495 -0.75 0.42 -0.34 -0.614
H -2.427 -0.138 1.619 1.23 -0.24 -0.68 0.211
C 2.462 -1.263 -0.578 0.16 1.80 0.35 -0.407
H 3.228 -0.500 -0.196 -0.81 -0.57 -0.93 0.157
H -1.293 2.432 0.025 -0.35 -1.18 -0.51 0.206
N 1.122 -1.002 -0.029 0.96 -0.78 1.73 -0.633
C -0.989 0.190 -0.121 -0.54 0.34 0.80 -0.221
H 1.197 -1.133 1.010 -0.37 0.35 -1.38 0.349
H 1.026 1.186 0.096 -0.56 -0.72 -0.24 0.169
H -2.770 1.375 -0.197 0.81 0.42 -0.28 0.210
C -1.322 -0.203 1.357 -0.81 0.64 -0.10 -0.619
H -1.699 1.698 -1.613 0.19 -0.20 1.24 0.210
C 0.527 0.285 -0.368 -0.05 -0.59 -1.10 -0.218
H 2.347 -1.258 -1.670 0.52 0.11 0.27 0.193
H -0.962 -1.201 1.595 -0.09 -0.10 -0.04 0.213
H -0.855 0.492 2.057 0.21 0.10 0.00 0.197
H -1.415 -0.625 -0.749 0.51 0.54 0.20 0.206
H 2.888 -2.199 -0.257 -0.36 -0.62 0.09 0.201
```
Forces are in eV/Å.

Its HOMO energy is -0.322 Ha. As for the SMILES: CNCC(C)C. The calculation puts the gap between HOMO and LUMO at 9.9 eV. The value obtained for the LUMO energy is 0.0427 hartree.

***

(5)
Below is a 2-piece molecular cluster, C5H13N overall, with properties calculated with ωB97M-V with the def2-TZVPD basis set.

The geometry in XYZ format:
```
19
Properties=species:S:1:pos:R:3:forces:R:3:nbo_charge:R:1
C -1.761 -0.390 -0.746 -0.32 -2.38 -0.43 -0.391
H -2.403 -1.141 -1.224 -0.09 0.09 -0.07 0.185
C 1.905 0.599 -0.504 -0.21 0.97 0.68 -0.044
H -3.095 1.305 -0.416 -0.15 -0.14 -0.32 0.207
H -1.192 -1.739 0.981 -0.57 0.20 -0.47 0.212
H 3.450 0.080 2.085 -0.29 -0.83 0.48 0.217
H -0.781 -0.598 -1.174 0.17 0.40 -0.31 0.188
H -2.346 1.284 -2.087 -0.43 -0.47 0.09 0.215
H 2.040 -0.210 -1.235 0.76 -0.09 0.37 0.141
H 2.588 -1.446 1.364 -0.04 0.25 0.88 0.201
C -2.249 1.000 -1.036 1.48 0.91 0.69 -0.616
C 2.988 -0.432 1.239 0.05 -0.74 -0.24 -0.458
H -2.672 -0.660 1.148 0.11 -0.36 0.41 0.199
H 1.787 1.601 -0.947 -1.21 -0.45 0.06 0.170
H -1.026 -0.026 1.199 -0.01 0.13 0.37 0.206
N 1.989 0.536 0.774 1.42 0.52 -2.04 -0.408
H -1.393 1.602 -0.705 -0.28 0.54 0.14 0.202
C -1.668 -0.774 0.736 0.14 1.09 -0.11 -0.608
H 3.838 -0.591 0.550 -0.51 0.36 -0.20 0.180
```
Forces are in eV/Å.

Its HOMO energy is -0.345 Ha. As for the SMILES: C=NC.CCC. The calculation puts the gap between HOMO and LUMO at 10.2 eV. The value obtained for the LUMO energy is 0.0302 hartree.

***

(6)
Below is one molecule with the formula C5H13N2, with properties calculated with ωB97M-V with the def2-TZVPD basis set.

The geometry in XYZ format:
```
20
Properties=species:S:1:pos:R:3:forces:R:3:mulliken_spin:R:1
H -0.630 -1.821 0.124 0.15 0.06 -0.17 -0.056
C -1.083 0.581 -1.217 0.48 -0.70 0.42 0.475
C 0.784 0.595 1.908 -0.76 0.94 -0.95 0.001
C 0.356 -0.002 0.793 0.56 -1.00 0.30 -0.117
H 1.193 -0.910 3.170 -0.01 -0.14 0.13 0.000
H -1.701 -0.179 -0.744 0.18 -0.21 -0.11 -0.168
H -0.377 -0.520 -2.940 0.22 0.03 0.11 -0.393
H -1.636 1.481 -1.107 -0.43 0.85 -0.15 0.175
H 0.822 1.665 1.794 0.36 0.43 0.53 0.002
H 1.132 -1.890 0.125 0.17 -0.09 -0.31 -0.015
H 1.030 0.211 -1.158 0.15 -0.14 -0.30 -0.134
N -1.022 0.256 -2.685 -0.68 0.15 0.37 1.914
C 0.270 -1.508 0.662 -0.49 -0.03 -0.01 0.198
H 0.218 -2.081 1.580 0.05 0.22 0.48 0.010
C 0.288 0.701 -0.535 -0.07 -0.12 -0.27 0.196
H -1.975 -0.085 -2.958 -0.04 0.05 -0.32 -0.533
H 0.601 1.744 -0.531 -0.06 0.09 0.37 0.027
N 0.994 0.075 3.162 0.01 -0.59 0.22 0.000
H 1.566 0.577 3.817 0.01 0.23 -0.21 0.000
H -0.827 1.111 -3.261 0.18 -0.03 -0.13 -0.582
```
Forces are in eV/Å.

Its HOMO energy (alpha / beta) is -0.132 / -0.302 Ha. The spin multiplicity is 2. The calculation puts the gap between HOMO and LUMO (alpha / beta) at 4.4 / 8.9 eV. The expectation value of S² is 0.7505. The value obtained for the LUMO energy (alpha / beta) is 0.0292 / 0.0261 hartree.

***

Here are the calculated M numbers, same order: 87.17 87.17 87.17 87.17 87.17 101.17 (g/mol).
Here are the calculated relative energy (zero: lowest compared OMol25 entry of this formula, charge and spin) numbers, same order: 555.7 155.2 356.7 77.5 224.7 180.6 (kJ/mol).